# 1
{
  "formula": "C28H46FINO7S",
  "method": "ωB97M-V/def2-TZVPD",
  "elements": ["C", "C", "C", "C", "C", "C", "C", "C", "C", "C", "F", "C", "C", "O", "O", "S", "C", "C", "C", "C", "C", "C", "C", "C", "C", "O", "C", "C", "C", "C", "O", "C", "C", "N", "I", "H", "H", "H", "H", "H", "H", "H", "H", "H", "H", "H", "H", "H", "H", "H", "H", "H", "H", "H", "H", "H", "H", "H", "H", "H", "H", "H", "H", "H", "H", "H", "H", "H", "H", "H", "H", "H", "H", "H", "H", "H", "H", "H", "H", "H", "H", "C", "O", "O", "O"],
  "positions_angstrom": [[3.23539, 3.83308, 0.88124], [4.52489, 3.01985, 1.15896], [4.20352, 1.70706, 1.92390], [5.06489, 0.54187, 1.43185], [4.41464, -0.86471, 1.53699], [3.11378, -0.86436, 0.78398], [3.12469, -1.04629, -0.57872], [4.39777, -1.29931, -1.35113], [4.81571, -2.80002, -1.35983], [3.79505, -3.79185, -0.84386], [5.11351, -3.17988, -2.66700], [1.91541, -0.96843, -1.28367], [1.87438, -1.13027, -2.76483], [1.55772, -0.29401, -3.52662], [2.19106, -2.40898, -3.22759], [2.93266, -2.42924, -4.74319], [0.72367, -0.71711, -0.56773], [-0.53922, -0.54131, -1.38989], [-0.41696, 0.98349, -1.69996], [-1.68602, 1.81133, -1.57469], [-2.74361, 1.45925, -2.66045], [-3.95537, 0.76311, -2.01780], [-4.81535, 1.74920, -1.22146], [-5.98953, 0.97960, -0.58251], [-6.62661, 1.85762, 0.49782], [-7.93958, 1.47920, 0.86506], [-8.01433, 0.11363, 1.23228], [0.73075, -0.58994, 0.80287], [-0.54947, -0.35021, 1.54977], [-1.04986, -1.66153, 2.19863], [-2.42124, -1.85867, 1.93967], [-2.97077, -2.77976, 2.88326], [-3.52478, -2.00413, 4.09322], [1.93480, -0.66897, 1.45466], [1.92404, -0.46882, 3.49204], [2.40899, 3.50397, 1.51396], [3.44465, 4.88687, 1.06478], [2.90804, 3.69318, -0.14625], [4.90280, 2.74605, 0.17502], [5.25383, 3.62934, 1.69146], [4.36939, 1.91540, 2.98493], [3.13624, 1.55348, 1.78973], [5.97849, 0.53640, 2.02976], [5.28776, 0.71405, 0.38336], [5.07178, -1.54713, 1.00423], [4.34123, -1.25210, 2.54955], [5.19485, -0.76693, -0.84958], [4.33090, -0.88868, -2.35178], [5.72628, -2.92769, -0.76991], [2.87036, -3.75610, -1.41144], [4.19973, -4.79921, -0.95370], [3.57058, -3.65860, 0.21352], [3.74882, -1.35948, -4.66743], [-0.49314, -1.08421, -2.33139], [-1.45503, -0.83337, -0.88569], [0.28083, 1.36199, -0.96132], [0.08956, 1.11956, -2.64515], [-1.37941, 2.84539, -1.74200], [-2.09138, 1.78577, -0.55953], [-2.24365, 0.83453, -3.39750], [-3.07720, 2.39374, -3.11197], [-3.61804, 0.00288, -1.31211], [-4.55033, 0.32597, -2.82325], [-4.22838, 2.18652, -0.41326], [-5.18693, 2.52433, -1.89117], [-6.68032, 0.73485, -1.38991], [-5.58833, 0.07033, -0.13672], [-6.65615, 2.87654, 0.11593], [-5.95515, 1.85406, 1.36746], [-8.83050, 0.00127, 1.94168], [-8.16711, -0.52422, 0.36093], [-7.08611, -0.17195, 1.73595], [-0.43715, 0.43943, 2.29005], [-1.31849, -0.01904, 0.86639], [-0.82847, -1.61200, 3.26898], [-0.44128, -2.49322, 1.82248], [-2.16610, -3.44141, 3.20984], [-3.71661, -3.41207, 2.40750], [-4.50953, -2.34784, 4.39606], [-3.54664, -0.95300, 3.81784], [-2.83486, -2.09624, 4.93034], [2.92053, 1.96302, -1.95942], [2.96506, 0.91430, -1.17914], [3.94777, 2.38462, -2.58809], [1.79213, 2.56617, -2.11931]],
  "forces_ev_per_angstrom": [[0.5, 0.0, 0.2], [-1.0, -0.4, -0.3], [0.5, 0.9, -0.3], [-0.4, -0.2, 0.9], [0.2, 0.5, -0.6], [0.5, -0.9, 0.4], [0.1, -1.0, -0.3], [0.2, -0.9, 1.0], [-0.5, 0.2, 0.2], [0.0, -0.5, 0.0], [0.4, 0.0, -0.1], [-0.2, 0.4, 1.3], [-0.3, -0.7, -0.2], [-0.1, 1.0, -0.7], [1.0, 0.4, 0.7], [-0.4, -0.4, -0.6], [-0.4, -1.8, -0.8], [0.5, 1.0, 0.0], [-1.0, -0.2, 1.0], [0.2, 0.3, -1.2], [0.1, 0.0, 1.5], [0.4, 0.9, -0.5], [-0.2, -1.2, 0.1], [0.4, 0.9, -0.1], [0.2, -0.4, -0.6], [-0.1, 0.0, 0.1], [0.3, 0.4, 0.2], [0.1, 0.3, -0.5], [0.0, -0.6, 0.2], [0.6, 0.6, 0.1], [-0.1, -0.4, 0.1], [0.2, 0.4, 0.3], [0.5, -0.3, -0.2], [-0.5, 0.2, -0.1], [0.1, -0.1, 0.0], [0.0, 0.2, 0.2], [-0.3, 0.1, -0.1], [0.0, 0.1, -0.1], [0.3, 0.1, 0.0], [0.2, -0.1, 0.0], [-0.1, -0.3, 0.1], [0.0, -0.3, -0.2], [0.3, -0.1, -0.3], [0.1, 0.1, 0.0], [0.1, -0.2, 0.2], [-0.1, 0.2, 0.1], [0.1, 0.3, -0.3], [-0.1, 0.0, -0.1], [0.2, 0.0, -0.2], [-0.1, 0.2, 0.0], [0.1, 0.0, 0.0], [0.0, 0.2, 0.0], [-0.1, 0.0, 0.4], [0.0, -0.3, 0.1], [0.0, 0.0, 0.1], [0.2, 0.4, -0.3], [0.0, 0.2, -0.1], [0.1, 0.1, 0.2], [-0.1, -0.2, 0.0], [-0.2, 0.0, -0.2], [-0.1, -0.1, -0.4], [0.0, -0.3, -0.2], [-0.2, -0.3, 0.2], [0.1, 0.3, -0.1], [0.0, 0.2, 0.1], [-0.3, -0.2, 0.2], [-0.1, -0.2, -0.1], [-0.3, 0.1, 0.1], [-0.1, 0.0, 0.1], [-0.2, 0.0, -0.1], [0.0, -0.1, 0.0], [0.0, -0.2, 0.0], [0.0, 0.0, 0.1], [0.0, 0.1, -0.2], [-0.4, 0.0, 0.2], [-0.2, -0.2, -0.2], [-0.1, -0.2, 0.0], [-0.1, 0.3, -0.3], [-0.1, 0.0, 0.1], [-0.3, 0.1, 0.0], [-0.1, 0.0, 0.2], [-0.6, 3.1, -2.6], [-0.3, 0.2, 0.5], [0.3, -1.0, 0.9], [0.7, -0.6, 0.8]],
  "largest_force_ev_per_a": 4.05,
  "total_energy_ev": -67254.09666,
  "gap_ev": 3.7,
  "total_charge": -1
}

***

# 2
{
  "formula": "C51H77F9N3O25",
  "method": "ωB97M-V/def2-TZVPD",
  "elements": ["C", "C", "C", "C", "C", "C", "C", "C", "C", "C", "C", "C", "C", "C", "N", "C", "N", "C", "C", "C", "O", "C", "C", "C", "C", "C", "C", "C", "C", "C", "F", "N", "H", "H", "H", "H", "H", "H", "H", "H", "H", "H", "H", "H", "H", "H", "H", "H", "H", "H", "H", "H", "H", "H", "H", "H", "H", "H", "H", "H", "H", "H", "H", "H", "H", "H", "H", "H", "H", "H", "H", "H", "H", "H", "H", "H", "H", "H", "H", "H", "H", "H", "H", "H", "H", "C", "C", "O", "C", "O", "O", "F", "H", "H", "H", "C", "C", "O", "C", "O", "O", "F", "H", "H", "H", "C", "C", "O", "C", "O", "O", "F", "H", "H", "H", "C", "C", "O", "C", "O", "O", "F", "H", "H", "H", "C", "C", "O", "C", "O", "O", "F", "H", "H", "H", "C", "C", "O", "C", "O", "O", "F", "H", "H", "H", "C", "C", "O", "C", "O", "O", "F", "H", "H", "H", "C", "C", "O", "C", "O", "O", "F", "H", "H", "H"],
  "positions_angstrom": [[-2.90505, 1.68802, 5.93236], [-3.94281, 0.86555, 5.16693], [-4.60055, 1.68270, 4.03782], [-4.88449, 0.80172, 2.80128], [-6.28388, 0.15903, 2.84776], [-6.24749, -1.24736, 3.43233], [-6.12136, -2.30215, 2.34906], [-5.81069, -3.68711, 2.91239], [-6.00773, -4.82153, 1.89970], [-5.10156, -4.54797, 0.68181], [-5.84897, -3.97057, -0.51721], [-4.91962, -3.79588, -1.72330], [-4.29780, -2.40503, -1.70312], [-3.07399, -2.24855, -2.63336], [-2.22053, -1.12399, -2.20011], [-1.21734, -1.14144, -1.33517], [-0.69795, -2.20054, -0.69007], [-0.35713, -1.91484, 0.74877], [-1.69634, -1.92502, 1.50364], [-1.49594, -1.91935, 2.99838], [-1.56887, -0.94066, 3.67154], [0.41621, -0.62441, 0.88563], [1.76387, -0.74523, 0.16740], [2.52771, -2.03328, 0.52423], [4.04449, -1.81646, 0.70485], [4.85163, -2.63712, -0.32413], [-0.44616, 0.46479, 0.27690], [0.29705, 1.80514, 0.29549], [0.72912, 2.30981, 1.66468], [-0.17760, 1.97558, 2.84717], [2.02099, 1.93267, 1.95643], [-0.60686, 0.07271, -1.14791], [-1.93529, 1.63130, 5.44506], [-2.80148, 1.27322, 6.92768], [-3.18953, 2.72999, 5.95920], [-4.71559, 0.60326, 5.88213], [-3.52297, -0.04308, 4.76408], [-3.88713, 2.42333, 3.71617], [-5.50579, 2.16720, 4.37536], [-4.81136, 1.44415, 1.92539], [-4.10849, 0.04000, 2.74281], [-6.69833, 0.12950, 1.84268], [-6.91433, 0.82300, 3.42272], [-5.41527, -1.38448, 4.11646], [-7.16595, -1.43963, 3.97731], [-6.99126, -2.34014, 1.70024], [-5.27947, -1.99296, 1.72378], [-6.45237, -3.83932, 3.77832], [-4.78751, -3.68002, 3.27748], [-5.59525, -5.69491, 2.39023], [-7.04813, -4.96088, 1.63857], [-4.53417, -5.42207, 0.39769], [-4.39664, -3.78408, 0.99862], [-6.33007, -3.03525, -0.26376], [-6.61987, -4.69706, -0.75736], [-5.52258, -3.92468, -2.61674], [-4.19629, -4.57934, -1.73466], [-5.06523, -1.76901, -2.12767], [-4.06991, -2.10771, -0.68436], [-3.43376, -2.06963, -3.63645], [-2.47276, -3.14704, -2.67021], [-2.44154, -0.23934, -2.62105], [-1.29593, -3.00955, -0.62902], [0.17391, -2.77482, 1.12775], [-2.20243, -2.86153, 1.28316], [-2.37033, -1.14078, 1.17694], [-1.30862, -2.91417, 3.44046], [0.64266, -0.45342, 1.92998], [2.40095, 0.08374, 0.43291], [1.64838, -0.69496, -0.90959], [2.14392, -2.43809, 1.45631], [2.36354, -2.77881, -0.24479], [4.30935, -2.07098, 1.72262], [4.29849, -0.77570, 0.53797], [4.99850, -3.63127, 0.07350], [4.29102, -2.63618, -1.25041], [5.78666, -2.13503, -0.49092], [-1.37560, 0.62177, 0.80966], [1.18806, 1.75192, -0.31716], [-0.34372, 2.53269, -0.19719], [0.74707, 3.39218, 1.59233], [0.24640, 1.15658, 3.40814], [-0.16102, 2.82593, 3.51802], [-1.21419, 1.81492, 2.58422], [-1.18651, 0.77185, -1.59675], [10.00958, -3.34696, 0.94607], [9.01418, -2.41454, 0.29565], [7.78366, -3.08948, 0.50762], [7.92634, -3.81516, 1.65268], [7.01590, -4.27995, 2.25454], [9.22741, -3.92262, 2.00223], [9.23002, -2.29669, -1.03516], [10.33926, -4.13275, 0.26601], [10.88002, -2.83091, 1.34104], [8.96581, -1.42022, 0.74249], [5.66317, -4.60818, 5.06975], [5.50896, -4.50193, 6.56739], [4.12415, -4.74130, 6.74979], [3.72276, -5.54888, 5.72232], [2.70388, -6.15081, 5.69841], [4.65337, -5.56758, 4.73533], [5.80500, -3.25654, 7.01487], [5.44902, -3.66645, 4.56436], [6.64644, -4.95302, 4.76667], [6.08336, -5.23419, 7.13664], [-0.74850, 4.70572, 2.74972], [-1.47203, 5.86430, 2.10750], [-2.82713, 5.57693, 2.39236], [-2.84443, 4.86525, 3.56213], [-3.80335, 4.68382, 4.22676], [-1.59974, 4.39888, 3.85546], [-1.29519, 5.88193, 0.76023], [-0.68973, 3.84194, 2.08372], [0.25244, 4.96484, 3.08600], [-1.21136, 6.84105, 2.51639], [-0.11386, -8.10019, -1.08270], [-0.59232, -7.68438, -2.44819], [-1.47530, -6.59884, -2.14771], [-1.01676, -6.04385, -1.01497], [-1.34099, -4.95371, -0.63125], [-0.14420, -6.83851, -0.38085], [-1.29484, -8.66567, -3.05459], [-0.79121, -8.80559, -0.60127], [0.88691, -8.52103, -1.09393], [0.19249, -7.33117, -3.10684], [0.89975, 6.85314, -1.32359], [1.36073, 7.98857, -2.19906], [1.29199, 9.10100, -1.32040], [1.49536, 8.61977, -0.05813], [1.75862, 9.28287, 0.88451], [1.35700, 7.26507, -0.03255], [0.50832, 8.19903, -3.23591], [-0.18666, 6.75836, -1.30880], [1.33610, 5.89913, -1.60932], [2.37267, 7.88085, -2.57382], [2.71385, -3.72279, -3.64880], [1.22964, -3.85358, -3.40277], [0.97964, -5.20291, -3.76841], [2.13814, -5.89459, -3.53348], [2.21272, -7.07775, -3.46527], [3.17621, -5.04988, -3.36996], [0.50675, -3.03546, -4.20700], [2.93719, -3.46814, -4.68530], [3.19058, -2.99801, -2.99403], [0.92493, -3.69497, -2.36508], [2.28196, 6.65113, -5.95028], [3.51678, 5.90427, -6.39181], [4.41047, 6.12418, -5.30935], [3.64820, 6.28676, -4.19655], [4.05410, 6.23165, -3.08217], [2.35031, 6.51665, -4.52077], [4.04647, 6.43236, -7.51655], [2.31822, 7.70684, -6.21764], [1.36442, 6.22216, -6.34207], [3.37367, 4.83152, -6.53116], [0.62273, 10.76228, -7.85677], [0.10814, 10.75882, -9.27693], [0.35699, 9.42297, -9.68732], [0.30352, 8.64830, -8.57063], [0.20630, 7.46654, -8.57297], [0.37112, 9.41032, -7.44884], [0.80974, 11.60300, -10.06526], [1.69335, 10.96392, -7.81110], [0.10076, 11.46786, -7.21662], [-0.95661, 10.97537, -9.37472]],
  "forces_ev_per_angstrom": [[0.0, -0.7, -0.3], [-0.6, 1.1, 0.3], [0.9, -1.5, -0.6], [-0.8, 0.7, 0.3], [0.9, 0.0, -0.1], [-0.7, -0.2, -0.3], [0.7, -0.1, 0.2], [-1.0, 0.3, -0.2], [1.7, 0.6, 0.4], [-0.7, 0.8, 0.2], [0.5, -1.1, -0.1], [-1.0, 0.5, 0.2], [0.2, -0.4, -1.0], [-0.1, -0.2, 1.0], [-0.1, -1.1, -0.4], [0.2, 0.7, -0.6], [-0.7, 0.7, 0.7], [-0.8, -0.3, 0.3], [0.0, -0.3, 0.1], [-0.2, -0.6, -0.5], [0.1, 0.8, 0.5], [0.2, -0.7, -0.6], [0.5, -0.5, 0.1], [0.3, 0.6, 0.5], [-0.2, -0.3, -0.9], [-0.6, 0.7, 1.0], [2.2, 0.8, 0.1], [-0.1, -0.4, -0.1], [-0.9, 0.4, 0.0], [0.9, 0.1, 0.2], [0.5, -0.5, 0.0], [-1.5, 0.3, 0.6], [0.2, 0.0, -0.1], [0.2, 0.2, 0.3], [-0.1, 0.3, 0.3], [-0.2, -0.4, 0.1], [0.2, -0.3, 0.0], [0.1, 0.4, 0.1], [-0.1, 0.3, 0.0], [0.0, 0.0, -0.3], [0.1, -0.2, -0.2], [-0.2, -0.1, -0.1], [-0.3, 0.1, 0.2], [0.1, 0.2, 0.3], [-0.1, -0.1, 0.3], [-0.3, 0.1, 0.0], [0.1, 0.0, -0.3], [-0.1, -0.2, 0.2], [0.3, -0.2, 0.1], [-0.4, -0.6, 0.0], [-0.2, -0.1, -0.1], [0.1, -0.3, -0.2], [0.6, 0.0, 0.1], [-0.2, 0.2, 0.0], [-0.3, 0.0, -0.2], [0.1, 0.1, -0.4], [0.8, -0.6, 0.1], [-0.2, 0.6, 0.4], [0.1, 0.1, 0.2], [0.2, 0.2, -0.3], [0.2, -0.3, 0.1], [0.1, 0.2, 0.0], [-0.1, -0.7, -0.8], [0.5, -0.2, -0.2], [-0.1, -0.3, -0.2], [0.0, 0.4, 0.2], [0.2, 0.0, 0.1], [-0.3, 0.1, 0.3], [0.0, 0.4, 0.2], [-0.2, 0.0, -0.2], [-0.1, -0.1, 0.1], [-0.1, -0.3, -0.1], [0.3, 0.0, 0.2], [-0.1, 0.3, 0.2], [0.2, -0.4, -0.3], [0.0, -0.2, -0.3], [0.5, -0.2, -0.2], [-0.4, -0.3, -0.1], [0.2, -0.1, -0.2], [-0.2, 0.4, 0.1], [0.7, 0.0, -0.4], [-0.2, -0.5, 0.0], [0.1, -0.5, 0.4], [-0.2, -0.3, 0.0], [0.4, 0.3, -0.2], [0.3, 0.0, 0.2], [0.0, -0.3, -0.3], [0.4, 0.2, 0.4], [-0.2, -0.2, 0.0], [0.0, 0.0, 0.0], [-0.1, 0.2, -0.2], [-0.1, 0.0, 0.0], [-0.1, 0.1, -0.1], [-0.1, 0.0, 0.2], [0.0, 0.1, -0.1], [0.3, -0.2, -0.2], [-0.2, 0.4, -0.1], [0.2, -0.4, -0.1], [-0.1, 0.0, -0.1], [-0.1, 0.1, 0.0], [0.0, 0.1, 0.3], [0.0, 0.0, 0.1], [0.0, 0.1, 0.2], [-0.1, -0.2, -0.1], [0.0, 0.1, 0.1], [-0.2, 0.6, -0.1], [-0.1, 0.0, -0.1], [0.3, 0.0, 0.3], [-0.2, 0.0, 0.1], [0.0, 0.1, -0.1], [-0.2, 0.3, -0.2], [-0.1, -0.1, 0.0], [-0.7, 1.1, 0.0], [0.0, 0.0, 0.2], [0.0, 0.1, -0.2], [0.2, -0.1, 0.2], [-0.4, -0.5, -0.2], [0.3, 0.2, 0.1], [-0.1, 0.0, 0.0], [0.0, 0.1, 0.1], [-0.1, 0.0, -0.1], [-0.1, 0.1, 0.0], [-0.1, 0.1, -0.1], [0.1, 0.3, 0.1], [-0.1, -0.2, -0.1], [0.0, -0.5, 0.0], [-0.5, 0.3, -0.1], [0.3, -0.4, 0.2], [-0.1, 0.2, 0.1], [-0.1, 0.0, 0.0], [0.0, 0.2, -0.2], [0.0, 0.1, 0.1], [0.0, 0.2, -0.1], [0.2, 0.0, 0.2], [0.0, 0.1, -0.1], [0.3, 0.2, 0.1], [0.0, 0.0, -0.3], [0.2, 0.0, 0.4], [0.4, -0.1, -0.1], [0.0, 0.2, -0.1], [-0.3, 0.1, 0.0], [-0.1, 0.0, 0.1], [-0.2, 0.0, -0.1], [0.1, -0.2, 0.1], [-0.1, 0.1, 0.0], [-0.5, 0.0, -0.1], [0.2, 0.4, -0.2], [-0.4, -0.3, 0.2], [0.1, 0.1, 0.0], [0.0, 0.0, 0.0], [0.4, -0.2, -0.3], [0.1, 0.0, 0.0], [0.2, 0.0, -0.1], [-0.1, 0.0, 0.2], [0.1, 0.0, -0.1], [-0.1, 0.2, 0.3], [0.4, 0.1, -0.2], [-0.4, 0.0, 0.3], [0.1, -0.1, -0.1], [0.1, -0.1, 0.1], [0.0, 0.1, -0.2], [0.0, -0.1, 0.0], [0.0, 0.0, -0.2], [-0.1, -0.2, 0.1], [0.0, 0.1, -0.1]],
  "largest_force_ev_per_a": 2.39,
  "total_energy_ev": -134246.38629,
  "gap_ev": 9.6,
  "total_charge": 1
}